Entry from OMol25: a single C5H8O2S molecule (ωB97M-V with the def2-TZVPD basis set).

XYZ file:
```
16
Properties=species:S:1:pos:R:3:nbo_charge:R:1
C -1.472 1.053 -1.271 0.748
C -1.646 -0.011 -0.214 -0.518
C 0.444 0.258 -0.599 0.180
C 1.546 -0.684 1.437 -0.595
C 1.371 0.531 0.529 -0.477
O -2.275 1.474 -2.045 -0.543
O -0.151 1.364 -1.242 -0.508
S -2.537 -1.466 -0.523 0.086
H -1.776 0.344 0.799 0.247
H 0.649 -0.570 -1.265 0.178
H 2.144 -0.414 2.301 0.217
H 2.038 -1.496 0.910 0.208
H 0.579 -1.037 1.785 0.211
H 2.342 0.829 0.116 0.221
H 0.999 1.379 1.107 0.218
H -2.253 -1.553 -1.824 0.127
```

- Max |F|: 3.89 eV/Å
- Kohn-Sham gap: 9.06 eV
- Lowest unoccupied orbital energy: 0.654 eV
- ΔE to the lowest compared entry with this formula, charge and spin: 2.095 eV
- E: -20242.834 eV
- HOMO level: -0.3088 Ha